[1]
Entry from the Open Molecules 2025 dataset: C4H12FeO8P as an isolated structure in a non-equilibrium geometry (ωB97M-V/def2-TZVPD).

XYZ file:
```
26
Properties=species:S:1:pos:R:3
Fe -0.4750 -0.1534 -0.2709
P -2.5904 -0.5093 -1.6434
O -2.1847 0.7434 -0.7141
O -3.8066 -1.2166 -1.0644
O -1.2925 -1.4531 -1.4094
O -2.6871 -0.0752 -3.1002
C 1.0460 -2.2507 1.1790
C 0.1449 -1.6031 2.2129
O -1.0170 -1.1652 1.5269
O 1.3862 -1.3106 0.1240
H 0.5100 -3.0891 0.7245
H 1.9490 -2.6383 1.6626
H 0.6470 -0.7275 2.6446
H -0.0984 -2.3316 2.9876
H -1.8307 -1.1803 2.0389
H 2.1504 -1.6879 -0.3179
C 1.2810 2.2261 -0.0105
C 0.7447 2.2817 -1.4251
O 0.3890 0.9674 -1.8674
O 0.3608 1.5382 0.8694
H 1.4112 3.2580 0.3291
H 2.2656 1.7487 0.0306
H 1.5370 2.6816 -2.0677
H -0.1256 2.9408 -1.4555
H -0.0969 1.0251 -2.7038
H 0.3819 1.9807 1.7202
```

As for the charge: -1. The HOMO energy (spin up / spin down) comes out at -0.08249 / -0.07786 hartree. For the HOMO-LUMO gap (spin up / spin down), the calculation gives 0.1611 / 0.1559 Ha. Its multiplicity is 5. The energy relative to the best compared isomer or geometry (same formula, charge and spin) comes out at 0.0 kJ/mol.


[2]
Entry from the Open Molecules 2025 dataset: a 2-piece molecular cluster, C4H12N2 overall (ωB97M-V/def2-TZVPD).

XYZ file:
```
18
Properties=species:S:1:pos:R:3
C 0.6881 2.8733 -1.4881
N 0.7850 3.4913 -0.3008
H 0.1872 3.3838 -2.3081
H 0.9582 1.8385 -1.6686
H 1.2494 2.8691 0.3571
C -0.6153 -0.8454 1.6865
C 0.0502 -0.8753 0.3171
C 0.2240 -2.2906 -0.2126
N -0.6640 -0.0741 -0.6795
H -0.1670 -1.5249 2.4117
H -0.5604 0.1556 2.1239
H -1.6725 -1.1170 1.5770
H 1.0417 -0.4172 0.3683
H 0.8156 -2.2699 -1.1287
H 0.7833 -2.8936 0.5063
H -0.7384 -2.7574 -0.4250
H -0.7542 0.8807 -0.3432
H -1.6108 -0.4267 -0.7934
```

As for the charge: -1. The HOMO energy (spin up / spin down) comes out at 0.04318 / -0.14714 hartree. For the HOMO-LUMO gap (spin up / spin down), the calculation gives 0.0900 / 0.2750 Ha. Its multiplicity is 2. The energy relative to the best compared isomer or geometry (same formula, charge and spin) comes out at 69.2 kJ/mol.


[3]
Entry from the Open Molecules 2025 dataset: a 2-piece molecular cluster, C4H12N2 overall in a non-equilibrium geometry (ωB97M-V/def2-TZVPD).

XYZ file:
```
18
Properties=species:S:1:pos:R:3
C -2.8400 1.0059 1.4150
C -1.6051 0.8671 0.8425
N -1.3043 0.2886 -0.4136
H -3.6276 1.3407 0.7489
H -2.8978 0.8141 2.4731
H -0.7049 0.8882 1.4838
H -1.9248 0.6101 -1.1383
H -0.2935 0.0688 -0.5939
C 2.0048 0.5048 -0.9328
N 1.3031 -0.7887 -0.8617
C 1.7985 -1.6513 0.1746
H 2.3674 0.6608 0.2110
H 2.8134 0.5306 -1.6286
H 1.2755 1.3020 -1.2338
H 1.1839 -1.3511 -1.6959
H 2.8667 -1.9155 0.1430
H 1.2922 -2.6350 0.1883
H 1.5553 -1.2342 1.1517
```

As for the charge: -1. The HOMO energy (spin up / spin down) comes out at 0.04693 / -0.16803 hartree. For the HOMO-LUMO gap (spin up / spin down), the calculation gives 0.1013 / 0.3122 Ha. Its multiplicity is 2. The energy relative to the best compared isomer or geometry (same formula, charge and spin) comes out at 201.4 kJ/mol.


[4]
Entry from the Open Molecules 2025 dataset: an isolated molecule of C4H12N2 in a non-equilibrium geometry (ωB97M-V/def2-TZVPD).

XYZ file:
```
18
Properties=species:S:1:pos:R:3
N 0.4226 0.2313 -1.8968
C 1.2610 -0.7295 -1.1843
C 0.8521 -1.0945 0.2565
C 0.3806 0.0650 1.1595
C -1.0920 0.4130 1.1004
N -1.4849 1.4979 0.2290
H -0.3127 0.6347 -1.3348
H -0.0859 -0.2817 -2.6178
H 2.2748 -0.3064 -1.1340
H 1.5339 -1.6498 -1.6116
H -0.0044 -1.7617 0.1997
H 1.7350 -1.5045 0.7344
H 1.0363 0.9183 0.9143
H 0.5820 -0.1210 2.1825
H -1.8443 -0.3571 1.0755
H -1.3462 0.8779 2.0679
H -2.2727 2.0041 0.5603
H -1.6352 1.1640 -0.7009
```

Its SMILES is NCCCCN. The HOMO energy comes out at -0.33661 hartree. For the HOMO-LUMO gap, the calculation gives 0.3765 Ha. The energy relative to the best compared isomer or geometry (same formula, charge and spin) comes out at 130.4 kJ/mol.


[5]
Entry from the Open Molecules 2025 dataset: an isolated molecule of C4H12N2 in a non-equilibrium geometry (ωB97M-V/def2-TZVPD).

XYZ file:
```
18
Properties=species:S:1:pos:R:3
C -2.1387 0.4297 -0.6651
C -0.7255 0.0405 -1.1999
C -0.0435 -1.0237 -0.2962
N 0.1192 -0.5646 1.0831
C 1.4862 -0.1441 1.4378
N 1.9945 0.8301 0.4890
H -2.2085 0.4808 0.4185
H -2.9615 -0.2860 -0.8105
H -2.3796 1.4229 -1.0310
H -0.8292 -0.1050 -2.2768
H -0.2716 1.0471 -1.2086
H 0.8642 -1.5181 -0.6810
H -0.7217 -1.8748 -0.3851
H -0.4757 0.2334 1.2108
H 1.5878 0.2268 2.4559
H 2.0588 -1.0819 1.3741
H 1.6619 0.8523 -0.4572
H 2.9829 1.0347 0.5421
```

Its SMILES is CCCNCN. The HOMO energy comes out at -0.32500 hartree. For the HOMO-LUMO gap, the calculation gives 0.3691 Ha. The energy relative to the best compared isomer or geometry (same formula, charge and spin) comes out at 117.9 kJ/mol.


[6]
Entry from the Open Molecules 2025 dataset: an isolated molecule of C4H12N2 in a non-equilibrium geometry (ωB97M-V/def2-TZVPD).

XYZ file:
```
18
Properties=species:S:1:pos:R:3
N -1.2813 -0.4546 2.6430
C -0.3451 0.2334 1.7361
C 0.1029 -0.7228 0.6322
C 0.9224 -0.1646 -0.4991
C 0.0861 0.5352 -1.5881
N 0.6453 0.4940 -2.9388
H -1.6725 0.2462 3.2642
H -0.6844 -1.0104 3.2498
H 0.5946 0.4942 2.2534
H -0.6890 1.1910 1.3530
H -0.7395 -1.3868 0.3910
H 0.6709 -1.5454 1.1067
H 1.6300 0.5951 -0.1410
H 1.5575 -0.9035 -0.9466
H -0.0267 1.5830 -1.2868
H -0.9596 0.2031 -1.4774
H 0.4751 1.4144 -3.3224
H 0.0746 -0.1299 -3.5081
```

Its SMILES is NCCCCN. The HOMO energy comes out at -0.34836 hartree. For the HOMO-LUMO gap, the calculation gives 0.3891 Ha. The energy relative to the best compared isomer or geometry (same formula, charge and spin) comes out at 84.2 kJ/mol.


[7]
Entry from the Open Molecules 2025 dataset: a 2-piece molecular cluster, C4H12N2 overall in a non-equilibrium geometry (ωB97M-V/def2-TZVPD).

XYZ file:
```
18
Properties=species:S:1:pos:R:3
C 2.9049 -0.2042 0.7213
C 2.7025 0.9930 0.0814
N 1.6708 1.8611 0.2158
H 3.2090 -0.2447 1.7686
H 3.4851 -0.9544 0.1857
H 3.4928 1.2662 -0.6166
H 1.1803 1.8749 1.0950
H 1.4737 2.4593 -0.5484
C -1.7866 -0.3544 0.7545
C -1.8374 -1.2843 -0.4453
N -2.8264 -0.7454 -1.3971
H -0.9647 -0.4675 1.4560
H -2.7057 -0.3724 1.3478
H -1.7792 0.6550 0.3291
H -2.1251 -2.3000 -0.1992
H -0.8379 -1.2679 -0.8969
H -2.5743 0.2311 -1.5326
H -2.6818 -1.1456 -2.3191
```

Its SMILES is C=CN.CCN. The HOMO energy comes out at -0.27976 hartree. For the HOMO-LUMO gap, the calculation gives 0.3107 Ha. The energy relative to the best compared isomer or geometry (same formula, charge and spin) comes out at 258.9 kJ/mol.